P | The molecule C3H6N3P, computed with ωB97M-V/def2-TZVPD.

Summary:
- Orbital gap: 0.370 Eh
- Molar mass: 115.1 g mol⁻¹

Last column: Mulliken charge in e.
Geometry (Å):
C1 -1.0548 1.7337 -0.7233  -0.982
C2 -0.5209 0.3620 -0.6169  0.684
N1 -0.7783 -0.6277 -1.3889  -0.572
N2 -0.0374 -1.7162 -0.9503  0.176
N3 0.7375 -1.5453 0.0810  -0.452
C3 0.5734 -0.3528 0.5463  0.144
P1 1.5406 0.0747 2.0002  -0.220
H1 -0.3584 2.4518 -0.5877  0.362
H2 -1.4642 1.9390 -1.7857  0.277
H3 -1.7892 2.0245 0.1212  0.235
H4 -0.2754 -2.5670 -1.4195  0.254
H5 2.4882 -1.0007 1.7593  0.058
H6 0.9387 -0.7761 2.9644  0.038

***

Q | The molecule C3H6N3P, computed with ωB97M-V/def2-TZVPD.

Summary:
- Orbital gap: 0.354 Eh
- Molar mass: 115.1 g mol⁻¹

Last column: Mulliken charge in e.
Geometry (Å):
C1 1.5053 0.4668 0.4538  -0.843
P1 0.5487 0.2331 -1.1480  -0.090
N1 -1.0531 -0.0464 -0.5988  0.479
C2 -1.9971 0.8498 0.6075  0.043
N2 -3.0041 0.1128 0.5785  -0.489
C3 -2.9941 -0.9254 -0.3164  -0.192
N3 -1.8401 -0.9730 -0.9820  -0.647
H1 2.5283 0.6538 0.2192  0.353
H2 1.3985 -0.6462 0.7975  0.243
H3 1.3019 1.2799 1.2223  0.281
H4 0.2015 1.5413 -1.5828  0.047
H5 -1.7192 1.6827 1.1436  0.421
H6 -3.7337 -1.6975 -0.3972  0.394

***

R | The molecule C3H6N3P, computed with ωB97M-V/def2-TZVPD.

Summary:
- Orbital gap (alpha / beta): 0.289 / 0.289 Eh
- Molar mass: 115.1 g mol⁻¹

Last column: Mulliken charge in e.
Geometry (Å):
C1 2.1805 -0.0989 1.1732  -0.180
C2 1.6771 -0.6184 -1.0071  0.152
C3 -1.9812 0.0775 -0.8242  -0.843
N1 2.4274 -0.5694 -0.1097  -0.262
N2 0.9960 0.1196 1.5714  -0.520
N3 0.0130 0.1783 0.7444  0.146
P1 -1.6473 0.2627 0.9881  -0.121
H1 3.0179 -0.1951 1.7681  0.402
H2 1.0293 -0.9319 -1.6853  0.371
H3 -2.9936 -0.0360 -1.1613  0.399
H4 -1.3796 -0.7729 -1.0865  0.102
H5 -1.4998 0.8867 -1.3288  0.337
H6 -1.8399 1.6978 0.9578  0.017

***

Winner for stability: Q

***

P | The molecule C10H8O2, computed with ωB97M-V/def2-TZVPD.

Summary:
- Orbital gap: 0.325 Eh
- Molar mass: 160.2 g mol⁻¹

Last column: Mulliken charge in e.
Geometry (Å):
C1 0.0235 -1.6806 -3.4040  -1.056
C2 0.8037 -0.8441 -2.4753  0.686
O1 1.9403 -0.5234 -2.6804  -0.553
C3 0.2556 -0.4185 -1.1191  0.452
C4 -0.9470 -0.4993 -0.5148  -0.920
C5 -0.7629 0.2552 0.7303  0.610
C6 -1.4413 0.5368 2.0016  -0.554
C7 -0.7485 1.1123 3.0330  -0.352
C8 0.6525 1.5225 2.8420  -0.443
C9 1.2872 1.2463 1.6315  -0.673
C10 0.5743 0.6696 0.6473  0.461
O2 1.1731 0.3743 -0.5315  -0.337
H1 0.5665 -1.8013 -4.3656  0.314
H2 -0.2438 -2.7032 -2.9985  0.284
H3 -0.9638 -1.0393 -3.5378  0.256
H4 -1.8677 -0.9302 -0.8194  0.468
H5 -2.4972 0.1694 2.2687  0.242
H6 -1.3012 1.2179 4.0011  0.310
H7 1.1677 1.9379 3.7161  0.346
H8 2.3291 1.3980 1.5749  0.460

***

Q | The molecule C10H8O2, computed with ωB97M-V/def2-TZVPD.

Summary:
- Orbital gap: 0.319 Eh
- Molar mass: 160.2 g mol⁻¹

Last column: Mulliken charge in e.
Geometry (Å):
O1 3.7625 0.2470 -0.0797  -0.538
C1 2.4106 0.0226 0.0004  0.888
C2 1.8576 -1.3251 -0.0437  -0.041
C3 0.7225 -1.5930 -0.0470  -1.761
C4 -0.3226 -0.4710 -0.0267  0.282
C5 -1.6883 -0.7090 0.0033  0.730
O2 -2.1751 -1.9915 -0.0934  -0.590
C6 -2.6152 0.3241 -0.0806  -0.482
C7 -2.2131 1.6701 -0.0049  -1.169
C8 -0.7194 1.9214 0.0032  -0.644
C9 0.1719 0.8299 -0.0659  0.801
C10 1.6329 1.1048 -0.0574  -0.931
H1 4.1551 -0.5951 0.2584  0.286
H2 2.5310 -2.1870 -0.1116  0.239
H3 0.2663 -2.3156 0.2618  0.728
H4 -2.9458 -2.2328 0.4767  0.349
H5 -3.4941 -0.1473 -0.5303  0.340
H6 -2.7405 2.2848 0.2446  0.762
H7 -0.4667 3.0424 -0.0308  0.243
H8 1.8705 2.1204 -0.0763  0.509

***

Winner for stability: P

***

P | A cluster of 2 separate species, C2H9NOS in total, computed with ωB97M-V/def2-TZVPD.

Summary:
- Orbital gap: 0.356 Eh
- Molar mass: 95.2 g mol⁻¹

Last column: Mulliken charge in e.
Geometry (Å):
N1 -0.1305 -1.4400 1.2438  -0.566
C1 0.2827 -0.4000 0.3103  -0.148
C2 -0.6923 -0.5492 -0.8948  -0.795
S1 -0.8439 0.8531 -2.0494  -0.242
H1 -0.2119 -2.3479 0.8167  0.207
H2 0.5048 -1.4759 2.0326  0.264
H3 1.2750 -0.5419 -0.1275  0.246
H4 0.1599 0.5924 0.7213  0.172
H5 -0.3455 -1.3786 -1.5120  0.329
H6 -1.6848 -0.7834 -0.5167  0.420
H7 -0.5838 1.8973 -1.2294  0.097
O1 1.8813 0.5673 2.6654  -0.616
H8 1.0871 1.0152 2.4168  0.326
H9 2.1324 0.7416 3.5811  0.305

***

Q | A cluster of 2 separate species, C2H9NOS in total, computed with ωB97M-V/def2-TZVPD.

Summary:
- Orbital gap: 0.370 Eh
- Molar mass: 95.2 g mol⁻¹

Last column: Mulliken charge in e.
Geometry (Å):
N1 0.1216 0.1371 -0.2665  -0.643
C1 1.4545 0.0763 0.3984  -0.471
C2 2.5986 0.8397 -0.3110  -0.607
S1 4.1051 0.8477 0.7818  -0.204
H1 0.1897 0.8409 -1.0081  0.257
H2 -0.3765 0.7644 0.3723  0.306
H3 1.8576 -0.9318 0.4596  0.250
H4 1.4026 0.6126 1.3481  0.290
H5 2.9742 0.3176 -1.2118  0.335
H6 2.3578 1.8886 -0.4604  0.378
H7 3.7957 -0.3683 1.2585  0.109
O1 -6.9465 -1.3202 -0.5253  -0.640
H8 -6.6907 -1.6806 0.3281  0.320
H9 -6.8436 -2.0239 -1.1636  0.319

***

Winner for stability: P

***

P | A structure of composition C2H5N5O, computed with ωB97M-V/def2-TZVPD.

Summary:
- Orbital gap: 0.315 Eh
- Molar mass: 115.1 g mol⁻¹

Last column: Mulliken charge in e.
Geometry (Å):
C1 0.2478 -0.2252 -0.0321  0.332
C2 -1.1077 -1.7560 -0.2397  0.017
H1 3.2202 0.9661 -0.0787  0.293
H2 3.1982 -0.7617 0.6452  0.242
H3 -1.6615 -2.5869 0.1773  0.309
H4 -1.9671 1.6138 1.1534  0.289
H5 -1.8453 2.4131 -0.5642  0.295
N1 2.6364 -0.0427 -0.3201  -0.705
N2 1.2720 0.3527 -0.3016  -0.005
N3 0.1158 -1.5749 0.2406  -0.429
N4 -0.8994 0.5243 -0.4706  0.279
N5 -1.2653 1.6814 0.1881  -0.610
O1 -1.9441 -0.6039 -0.3975  -0.308

***

Q | The molecule C2H5N5O, computed with ωB97M-V/def2-TZVPD.

Summary:
- Orbital gap (alpha / beta): 0.290 / 0.290 Eh
- Molar mass: 115.1 g mol⁻¹

Last column: Mulliken charge in e.
Geometry (Å):
H1 1.6301 -1.7960 2.4274  0.290
N1 0.8747 -1.2438 1.9988  -0.488
N2 0.8936 -1.2046 0.7854  0.155
N3 -0.5024 -1.7560 0.1171  -0.448
C1 -0.8399 -0.7449 -0.5414  0.742
O1 -2.0122 -0.4074 -1.0862  -0.456
C2 0.1776 0.5737 -0.5214  0.175
N4 -0.2358 1.6156 0.2700  -0.435
N5 0.9465 0.7604 -1.5285  -0.729
H2 1.1480 -0.1220 -2.0066  0.280
H3 -2.0042 0.5329 -1.3325  0.376
H4 0.3661 2.4277 0.1877  0.275
H5 -0.4422 1.3643 1.2302  0.265

***

R | The molecule C2H5N5O, computed with ωB97M-V/def2-TZVPD.

Summary:
- Orbital gap: 0.341 Eh
- Molar mass: 115.1 g mol⁻¹

Last column: Mulliken charge in e.
Geometry (Å):
N1 -0.6117 -1.9923 -0.4841  -0.520
N2 0.3805 -1.1997 -1.0445  -0.182
N3 0.4546 0.2762 -0.4591  0.123
N4 1.4833 0.4738 0.4321  0.037
N5 1.1353 1.2982 1.3860  -0.503
C1 -0.1582 1.5697 1.1780  -0.522
C2 -0.6255 0.9882 -0.0372  0.605
O1 -1.7002 1.0324 -0.6450  -0.664
H1 -0.8163 -1.7283 0.4218  0.279
H2 -1.5538 -1.8480 -0.9415  0.281
H3 0.3524 -1.0083 -2.0738  0.286
H4 2.4445 0.0657 0.4410  0.282
H5 -0.7849 2.0722 1.8263  0.498

***

S | The molecule C2H5N5O, computed with ωB97M-V/def2-TZVPD.

Summary:
- Orbital gap: 0.352 Eh
- Molar mass: 115.1 g mol⁻¹

Last column: Mulliken charge in e.
Geometry (Å):
O1 1.4823 0.3592 -1.3374  -0.602
C1 1.9046 -0.4771 -0.5731  0.140
N1 1.1761 -1.0759 0.3832  -0.151
N2 -0.3677 -0.8278 0.8447  0.129
N3 -1.0282 -1.6158 -0.0331  -0.258
N4 -1.5439 -0.9094 -0.9484  -0.116
C2 -1.2783 0.4553 -0.6950  -0.248
N5 -0.8810 0.4315 0.7502  -0.367
H1 2.9348 -0.8635 -0.5193  0.348
H2 1.4500 -1.7196 1.0371  0.217
H3 -0.3608 0.7104 -1.2831  0.356
H4 -2.1906 1.0784 -0.8570  0.299
H5 -0.4133 1.1986 1.2088  0.254

***

Winner for stability: R

***

P | A structure of composition C2H4Cl4, computed with ωB97M-V/def2-TZVPD.

Summary:
- Orbital gap: 0.391 Eh
- Molar mass: 169.9 g mol⁻¹

Last column: Mulliken charge in e.
Geometry (Å):
C1 -0.1474 -1.9074 -0.2096  -0.131
Cl1 -1.6937 -1.5392 0.6614  -0.171
Cl2 0.9443 -2.8832 0.7786  -0.141
H1 -0.4698 -2.3937 -1.1303  0.331
H2 0.2983 -0.9294 -0.3915  0.203
C2 0.2276 2.0180 -0.0823  -0.480
Cl3 0.2026 0.2365 -0.1828  0.002
Cl4 0.0821 2.5529 1.6870  -0.184
H3 1.1631 2.3685 -0.5182  0.285
H4 -0.6070 2.4771 -0.6122  0.284

***

Q | A cluster of 2 separate species, C2H4Cl4 in total, computed with ωB97M-V/def2-TZVPD.

Summary:
- Orbital gap: 0.426 Eh
- Molar mass: 169.9 g mol⁻¹

Last column: Mulliken charge in e.
Geometry (Å):
Cl1 -26.9472 25.0152 -2.1776  -0.148
C1 -26.7219 26.1437 -0.8542  -0.211
Cl2 -25.5583 25.4456 0.2793  -0.142
H1 -26.4204 27.1498 -1.1458  0.274
H2 -27.7410 26.2302 -0.4772  0.227
Cl3 -33.9040 30.4740 -2.6347  -0.148
C2 -32.5302 30.2076 -1.5603  -0.244
Cl4 -31.7445 28.6713 -1.9727  -0.137
H3 -31.9480 31.1166 -1.7120  0.259
H4 -32.7806 30.1910 -0.4996  0.271

***

Winner for stability: Q

***

P | The molecule C20H25N3O2S, computed with ωB97M-V/def2-TZVPD.

Summary:
- Orbital gap: 0.309 Eh
- Molar mass: 371.5 g mol⁻¹

Last column: Mulliken charge in e.
Geometry (Å):
C1 -7.3982 -1.4839 1.9468  -0.874
O1 -6.0341 -1.6163 2.2626  -0.433
C2 -5.1251 -0.9409 1.5039  0.377
C3 -5.4364 -0.0891 0.4549  -0.589
C4 -4.4104 0.5259 -0.2455  -0.983
C5 -3.0860 0.3187 0.0871  -0.256
N1 -2.0488 0.9542 -0.6158  0.033
C6 -1.0001 0.2751 -1.1702  0.350
S1 -1.0771 -1.3572 -1.4119  -0.386
N2 0.0520 1.0343 -1.5838  -0.022
C7 1.2198 0.3792 -2.1375  -1.545
C8 2.2085 0.0374 -1.0258  -0.150
N3 2.5917 1.2547 -0.3295  0.109
C9 3.6260 1.0058 0.6601  -1.034
C10 4.9175 0.6041 0.0007  0.505
C11 5.3924 1.3342 -1.0825  -0.174
C12 6.5800 0.9846 -1.6975  -0.585
C13 7.3117 -0.0962 -1.2325  -0.388
C14 6.8463 -0.8266 -0.1534  -0.583
C15 5.6532 -0.4798 0.4575  -0.414
C16 1.4202 1.8896 0.2402  -0.524
C17 0.4375 2.2423 -0.8816  -0.942
C18 -2.7676 -0.5084 1.1825  0.984
O2 -1.4516 -0.5916 1.5110  -0.225
C19 -1.0613 -1.5459 2.4677  -0.989
C20 -3.7905 -1.1409 1.8633  -0.429
H1 -7.9281 -2.1155 2.6582  0.251
H2 -7.7389 -0.4492 2.0593  0.342
H3 -7.6105 -1.8278 0.9295  0.349
H4 -6.4563 0.0966 0.1613  0.389
H5 -4.6477 1.1742 -1.0765  0.400
H6 -2.2377 1.8891 -0.9477  0.370
H7 0.9035 -0.5274 -2.6531  0.500
H8 1.6846 1.0676 -2.8480  0.409
H9 3.1037 -0.4181 -1.4525  0.517
H10 1.7341 -0.6883 -0.3422  0.116
H11 3.7867 1.9395 1.2113  0.390
H12 3.3188 0.2337 1.3887  0.313
H13 4.8126 2.1715 -1.4402  0.385
H14 6.9390 1.5566 -2.5408  0.382
H15 8.2407 -0.3689 -1.7113  0.377
H16 7.4110 -1.6719 0.2124  0.375
H17 5.2915 -1.0571 1.2970  0.339
H18 1.7286 2.8030 0.7555  0.510
H19 0.9024 1.2330 0.9641  0.165
H20 -0.4281 2.7499 -0.4582  0.444
H21 0.9278 2.9063 -1.5994  0.415
H22 0.0269 -1.5061 2.4979  0.194
H23 -1.4599 -1.3074 3.4595  0.359
H24 -1.3767 -2.5512 2.1757  0.409
H25 -3.5969 -1.7963 2.6958  0.469

***

Q | The molecule C20H25N3O2S, computed with ωB97M-V/def2-TZVPD.

Summary:
- Orbital gap: 0.304 Eh
- Molar mass: 371.5 g mol⁻¹

Last column: Mulliken charge in e.
Geometry (Å):
C1 -2.1445 -2.5808 -1.9410  -1.045
C2 -3.2237 -3.3502 -1.1889  -0.520
C3 -3.9990 -2.4985 -0.1833  -0.423
C4 -3.1709 -2.0295 1.0179  -0.842
N1 -2.3287 -0.9007 0.7232  1.091
N2 -1.0024 -1.0321 0.6734  -1.423
C5 -0.5343 0.1848 0.3931  -0.377
C6 0.8027 0.5781 0.2278  -0.524
C7 1.0612 1.8971 -0.0512  1.339
C8 2.4390 2.4212 -0.2731  0.308
O1 2.6685 3.3814 -0.9854  -0.671
N3 3.4166 1.7794 0.4157  -0.173
C9 4.8106 2.0725 0.2100  -0.822
C10 5.4887 1.0559 -0.7307  -0.683
C11 5.5615 -0.3015 -0.1234  0.368
C12 6.6008 -0.8730 0.5420  -0.663
C13 6.3104 -2.1688 1.0284  -0.298
C14 5.0499 -2.5668 0.7302  -0.601
S1 4.1908 -1.3679 -0.1551  -0.046
C15 0.0022 2.8293 -0.1932  -1.297
C16 -1.3058 2.4753 -0.0413  -0.456
C17 -1.6067 1.1338 0.2629  1.480
C18 -2.7489 0.3567 0.4887  -0.101
O2 -4.0794 0.5891 0.5324  -0.504
C19 -4.5128 1.9243 0.3325  -0.329
C20 -6.0266 1.9426 0.4643  -1.506
H1 -2.5659 -1.6974 -2.4172  0.259
H2 -1.3488 -2.2688 -1.2705  0.250
H3 -1.7087 -3.2089 -2.7146  0.399
H4 -3.9391 -3.7560 -1.9089  0.328
H5 -2.7680 -4.1944 -0.6667  0.293
H6 -4.8316 -3.0901 0.2033  0.354
H7 -4.4190 -1.6244 -0.6832  0.231
H8 -3.8483 -1.7376 1.8267  0.389
H9 -2.5097 -2.8256 1.3642  0.371
H10 1.5718 -0.1762 0.2889  0.186
H11 3.1831 0.9593 0.9513  0.238
H12 4.8560 3.0652 -0.2441  0.409
H13 5.3261 2.0863 1.1749  0.407
H14 6.4995 1.4053 -0.9482  0.378
H15 4.9216 1.0238 -1.6631  0.323
H16 7.5515 -0.3880 0.6760  0.416
H17 7.0135 -2.7731 1.5732  0.398
H18 4.5611 -3.4894 0.9712  0.435
H19 0.2727 3.8451 -0.4374  0.429
H20 -2.0849 3.2130 -0.1587  0.402
H21 -4.0531 2.5789 1.0840  0.365
H22 -4.2110 2.2641 -0.6666  0.353
H23 -6.4731 1.2845 -0.2763  0.332
H24 -6.3962 2.9523 0.3128  0.434
H25 -6.3188 1.6001 1.4533  0.335

***

Winner for stability: Q